(1)
43
Properties=species:S:1:pos:R:3:forces:R:3 method="wB97M-V/def2-TZVPD" energy_ev=-48975.5664 homo_energy_ev="-13.9 / -13.8" orbital_gap_ev="5.515 / 5.358" spin_multiplicity=2 charge=+2
C -1.9106 0.9075 1.5208 1.7 0.4 -2.5
H -2.0139 1.6181 2.3410 -0.5 0.2 -0.1
H -2.5248 1.1303 0.6187 0.0 0.1 0.9
H -0.6413 2.3872 1.4970 0.0 -1.7 -0.3
C -2.0455 -0.4906 2.0089 -0.7 -0.5 1.4
H -1.5678 -1.2710 1.3678 0.0 0.0 0.0
H -1.5555 -0.5337 2.9937 0.2 -0.3 -0.2
C -3.5093 -0.9357 2.2617 -0.6 -0.4 -0.3
H -3.5888 -1.8891 2.8059 0.3 0.2 -0.2
H -4.1022 -0.2097 2.8583 0.7 -0.2 -0.4
H -4.0485 -1.0772 1.3040 0.2 0.2 0.4
C 1.7872 -0.8906 -1.5078 0.2 -0.4 -1.4
C 0.8043 -1.8717 -1.2103 -0.3 -0.2 -1.3
C -0.4726 -1.3052 -1.5068 0.2 -1.0 -1.0
C -0.2629 0.0049 -1.9998 0.0 0.2 -1.1
C 1.1287 0.2663 -1.9995 0.2 -0.2 -1.3
C 1.7907 1.5493 -2.3703 0.3 0.6 -0.3
C -1.3371 0.9585 -2.3778 -0.7 0.4 -0.3
C -1.8024 -1.9425 -1.2899 -0.4 -0.3 -0.1
C 1.0507 -3.1196 -0.4509 -0.1 -0.5 -0.1
C 3.2325 -0.9794 -1.1748 0.4 -0.1 0.1
Yb 0.4833 -0.1159 0.1428 -2.3 2.5 6.6
H -1.0285 2.0124 -2.3504 0.0 -0.3 0.0
H -1.6674 0.7457 -3.4051 0.1 0.1 0.2
H -2.2346 0.8532 -1.7510 0.3 0.0 -0.1
H 1.0776 2.3815 -2.4422 0.2 -0.2 0.1
H 2.5887 1.8359 -1.6673 -0.2 0.0 -0.1
H 2.2906 1.4899 -3.3513 -0.2 -0.1 0.3
H 3.3666 -1.6292 -0.3052 0.3 0.1 0.1
H 3.8258 -1.4379 -1.9813 -0.2 0.2 0.2
H 3.6635 0.0116 -0.9748 0.0 -0.3 0.0
H 0.0969 -3.5472 -0.1167 0.4 -0.1 0.0
H 1.5551 -3.8597 -1.0951 -0.1 0.2 0.4
H 1.7054 -2.9264 0.4162 -0.1 -0.3 0.0
H -2.5509 -1.2266 -0.9160 0.2 -0.3 -0.1
H -2.1665 -2.3567 -2.2436 0.0 0.1 0.3
H -1.7198 -2.7750 -0.5819 -0.2 0.2 -0.2
C 2.4287 3.2035 3.1139 0.6 -0.5 -0.7
C 1.4517 2.6443 2.1681 -3.8 0.6 0.0
N 0.4288 2.3857 1.6390 4.1 2.0 1.3
H 2.5976 2.4651 3.9028 0.0 0.1 0.0
H 2.0234 4.1512 3.5278 0.0 -0.5 -0.4
H 3.3733 3.3885 2.5814 -0.2 0.1 0.3

=====

(2)
52
Properties=species:S:1:pos:R:3:forces:R:3 method="wB97M-V/def2-TZVPD" relative_energy_kcal_mol=0.1 energy_ev=-115760.7537 homo_energy_ev=-11.9 orbital_gap_ev=8.958 spin_multiplicity=1 charge=+1
Y -1.0488 1.0548 0.5455 0.0 0.0 -0.2
C 0.7520 -6.8348 -1.7797 0.0 0.0 0.0
C 0.7157 -5.4536 -1.1914 0.0 0.0 0.0
C -0.1907 -4.5005 -1.6571 0.0 0.0 0.0
C -0.2401 -3.2352 -1.1038 0.0 0.0 0.0
C 0.6302 -2.9200 -0.0673 0.0 0.0 0.0
C 1.5464 -3.8453 0.4130 0.0 0.0 0.0
C 1.5815 -5.1067 -0.1570 0.0 0.0 0.0
S 0.5572 -1.3339 0.6600 0.0 0.0 0.0
O -0.8459 -1.1432 1.1658 -0.1 0.0 0.0
O 1.5716 -1.2464 1.6766 0.1 0.0 0.0
N 0.5906 -0.1819 -0.4111 0.0 0.0 0.0
C 1.8055 0.5037 -0.8333 0.0 0.0 0.0
C 1.4319 1.9788 -1.0260 0.0 0.0 0.1
O 2.0099 2.7147 -1.7827 0.1 0.0 0.0
O 0.3801 2.3492 -0.3042 -0.1 0.0 0.1
H 0.1629 -6.8952 -2.6928 0.0 0.0 0.0
H 0.3494 -7.5602 -1.0706 0.0 0.0 0.0
H 1.7745 -7.1352 -2.0078 0.0 0.0 0.0
H -0.8648 -4.7576 -2.4642 0.0 0.0 0.0
H -0.9458 -2.5015 -1.4714 0.0 0.0 0.0
H 2.2144 -3.5755 1.2185 0.0 0.0 0.0
H 2.2936 -5.8358 0.2088 0.0 0.0 0.0
H 2.1999 0.1135 -1.7714 0.0 0.0 0.0
H 2.5973 0.4442 -0.0796 0.0 0.0 0.0
C -0.9952 1.9708 -3.6225 0.0 0.0 0.0
As -2.1039 3.1126 -2.5533 0.0 -0.1 0.1
C -3.5015 3.7561 -3.6958 0.0 0.0 0.0
C -1.0887 4.6333 -1.9877 0.0 0.0 0.0
S -3.0782 2.0230 -0.9724 0.0 0.0 -0.1
H -0.5067 2.5688 -4.3908 0.0 0.0 0.0
H -1.6228 1.2082 -4.0788 0.0 0.0 0.0
H -0.2371 1.5087 -2.9955 0.0 0.0 0.0
H -3.0606 4.2788 -4.5434 0.0 0.0 0.0
H -4.1322 4.4361 -3.1272 0.0 0.0 0.0
H -4.0925 2.9110 -4.0412 0.0 0.0 0.0
H -0.8274 5.2066 -2.8768 0.0 0.0 0.0
H -0.1912 4.2887 -1.4806 0.0 0.0 0.0
H -1.7054 5.2372 -1.3253 0.0 0.0 0.0
C -0.5883 2.8416 4.9499 0.0 0.0 0.0
Sb 0.0330 1.3895 3.5267 0.0 0.0 0.0
C 2.1360 1.6568 3.6003 0.0 0.0 0.0
C -0.1892 -0.3951 4.6525 0.0 0.0 0.0
H -0.0308 2.6938 5.8730 0.0 0.0 0.0
H -1.6527 2.7385 5.1509 0.0 0.0 0.0
H -0.3930 3.8414 4.5673 0.0 0.0 0.0
H 2.4599 1.6605 4.6394 0.0 0.0 0.0
H 2.4034 2.6009 3.1298 0.0 0.0 0.0
H 2.6113 0.8350 3.0690 0.0 0.0 0.0
H 0.2868 -0.2758 5.6241 0.0 0.0 0.0
H 0.2838 -1.2050 4.1023 0.0 0.0 0.0
H -1.2454 -0.6183 4.7895 0.0 0.0 0.0

=====

(3)
51
Properties=species:S:1:pos:R:3:forces:R:3 method="wB97M-V/def2-TZVPD" energy_ev=-177677.8067 homo_energy_ev=-10.7 orbital_gap_ev=2.735 spin_multiplicity=1 charge=+1
C 8.7333 -0.8029 2.0183 1.5 0.4 0.2
C 8.3317 0.5947 1.2602 -3.4 0.7 -1.2
Br 9.8644 1.9085 0.9292 -1.6 -1.8 0.6
C 6.9817 0.9822 0.7636 4.8 -0.7 1.4
Br 6.8476 2.7767 -0.1800 -0.3 -2.0 1.0
Si 5.5099 -0.2353 1.0166 -0.1 0.6 0.9
C 3.9399 0.6749 1.7482 -0.7 1.2 0.4
C 2.5569 0.3581 0.9239 0.9 1.6 0.1
O 2.8763 0.4928 -0.5327 -0.3 1.6 1.9
C 1.8848 -1.1047 1.2318 -1.0 -0.1 -0.2
F 2.5833 -1.9042 2.2730 -2.5 2.5 -4.0
F 0.4997 -0.8322 1.7692 3.9 -1.3 -1.5
F 1.7270 -1.8109 -0.0663 0.4 1.6 4.7
H 9.7961 -0.6107 2.5247 -2.4 -0.3 -1.1
H 8.0190 -1.1220 2.8882 1.1 0.8 -2.0
H 8.9158 -1.7076 1.2702 -0.7 2.1 1.4
H 5.1798 -1.0488 -0.1526 0.0 0.1 -0.3
H 5.9361 -1.1980 2.0629 0.1 0.2 -0.1
H 3.8409 0.5397 2.9207 0.1 0.1 -2.5
H 4.1586 1.8380 1.5880 -0.7 -2.4 0.3
H 1.8038 1.2500 1.1520 1.1 -2.5 -0.1
H 3.1210 1.4807 -0.6190 -0.5 -2.3 0.1
C -5.6448 -0.0876 0.3315 0.2 -0.2 0.5
C -5.1755 0.2745 -1.1035 -3.5 0.7 2.0
C -5.0110 -1.0236 -1.9401 1.2 -0.5 -0.7
C -3.7686 -1.8291 -1.5684 -0.1 0.3 0.3
C -2.5182 -0.9570 -1.6179 -1.0 -0.7 -1.0
C -2.6398 0.3380 -0.7724 2.9 0.9 2.9
N -3.9135 1.0876 -1.0402 1.4 -0.4 -10.9
O -3.7675 1.7393 -2.2792 -0.9 -2.2 7.4
C -2.5364 -0.0086 0.7362 -0.3 -0.2 0.4
C -1.3635 1.2096 -1.0220 -0.4 0.3 -0.8
C -6.3832 1.0827 -1.6829 0.6 0.4 -0.6
H -5.5161 0.7586 1.0166 0.0 -0.2 -0.1
H -6.7110 -0.3498 0.3494 0.3 0.2 -0.3
H -5.1374 -0.9558 0.7510 0.1 0.2 0.0
H -4.9534 -0.7747 -3.0085 0.0 0.3 0.2
H -5.8962 -1.6618 -1.8254 0.0 0.6 0.3
H -3.8833 -2.2753 -0.5759 0.0 0.0 -0.1
H -3.6562 -2.6671 -2.2661 0.0 0.1 0.0
H -1.6578 -1.5495 -1.2808 -0.1 0.6 0.3
H -2.3167 -0.7014 -2.6671 0.0 0.3 0.2
H -2.7503 0.8687 1.3590 0.0 -0.2 -0.2
H -1.5246 -0.3478 0.9949 -0.3 0.2 -0.4
H -3.1924 -0.8186 1.0492 -0.1 0.1 -0.1
H -1.2188 1.4583 -2.0803 -0.2 0.0 0.2
H -0.4569 0.6763 -0.7098 -0.5 -0.1 0.1
H -1.4066 2.1450 -0.4512 -0.1 -0.2 -0.1
H -6.5395 2.0127 -1.1229 0.1 -0.2 -0.1
H -7.3115 0.5014 -1.6213 0.5 -0.1 0.2
H -6.2569 1.3354 -2.7418 0.2 0.0 0.3

=====

(4)
55
Properties=species:S:1:pos:R:3:forces:R:3 method="wB97M-V/def2-TZVPD" relative_energy_kcal_mol=0.0 energy_ev=-49149.2043 homo_energy_ev=-15.9 orbital_gap_ev=7.749 spin_multiplicity=1 charge=+3
Y -0.0471 -0.8757 0.1131 -0.2 0.1 -0.4
C 2.0359 -1.9286 -2.3166 0.0 0.0 0.0
N 1.9892 -0.9961 -1.1659 0.1 0.0 0.0
C 2.4229 0.3434 -1.6118 0.0 0.0 0.0
C 2.8943 -1.5057 -0.0919 0.0 0.0 0.1
C 2.9004 -0.6188 1.1442 0.1 0.0 0.0
N 1.5155 -0.2860 1.4918 0.1 -0.1 -0.1
C 1.2553 0.5280 2.5843 0.0 0.1 0.1
C -0.0418 1.0176 2.7175 0.0 -0.1 -0.1
F -0.9267 0.6267 1.6701 -0.1 0.0 0.1
C -0.5118 1.8270 3.7220 0.0 0.0 0.0
F -1.7835 2.2204 3.6978 0.0 0.0 0.0
C 0.3587 2.2111 4.7191 0.0 0.0 0.0
C 1.6636 1.7537 4.6396 0.0 0.0 0.0
F 2.5291 2.0921 5.5742 0.0 0.0 0.0
C 2.1125 0.9335 3.6091 0.1 0.0 0.0
F 3.3834 0.5282 3.6228 0.0 0.0 0.0
H 3.0408 -1.9682 -2.7434 0.0 0.0 0.0
H 1.3427 -1.5998 -3.0916 0.0 0.0 0.0
H 1.7558 -2.9321 -1.9989 0.0 0.0 0.0
H 3.4673 0.3360 -1.9353 0.0 0.0 0.0
H 2.3199 1.0668 -0.8018 0.0 0.0 0.0
H 1.8170 0.6531 -2.4656 0.0 0.0 0.0
H 3.9083 -1.6198 -0.4856 0.0 0.0 0.0
H 2.5426 -2.5112 0.1720 0.0 0.0 0.0
H 3.4844 0.2882 0.9638 0.0 0.0 0.0
H 3.4181 -1.1641 1.9338 0.0 0.0 0.0
H 0.0412 2.8436 5.5367 0.0 0.0 0.0
N -1.0121 -2.4807 1.8367 0.1 -0.1 0.1
N -1.6585 -3.6560 1.4207 -0.1 0.0 -0.1
C -1.9243 -3.9141 0.1268 0.0 -0.1 0.1
N -2.5647 -5.0345 -0.1426 0.0 0.0 0.0
S -1.4592 -2.8865 -1.1625 0.1 0.1 0.1
H -0.2074 -2.7418 2.4093 0.0 0.0 0.0
H -1.6422 -1.9675 2.4551 0.0 0.0 0.0
H -1.9565 -4.3027 2.1398 0.0 0.0 0.0
H -2.8608 -5.6897 0.5679 0.0 0.0 0.0
H -2.7530 -5.2797 -1.1033 0.0 0.0 0.0
N -2.1272 3.1195 -3.0563 0.0 0.0 0.0
C -2.6299 1.7163 -3.2513 0.0 -0.2 0.0
C -1.6562 0.7118 -2.6443 0.0 0.1 0.0
N -1.3718 0.9682 -1.2104 0.0 0.0 0.0
C -0.8772 2.3588 -1.0484 0.0 0.0 -0.1
C -1.8356 3.4033 -1.6088 0.1 0.0 0.1
H -2.8198 3.7880 -3.4074 0.0 0.0 0.0
H -1.2855 3.2714 -3.6199 0.0 0.0 0.0
H -2.7557 1.5351 -4.3175 0.0 0.0 0.0
H -3.6092 1.6610 -2.7750 0.0 0.0 0.0
H -0.7075 0.7319 -3.1875 0.0 0.0 0.0
H -2.0834 -0.2837 -2.7639 0.0 0.0 0.0
H -2.2608 0.9048 -0.7094 0.0 0.0 0.0
H 0.0924 2.4313 -1.5472 0.0 0.0 0.0
H -0.7224 2.5779 0.0074 0.0 0.0 0.0
H -1.4087 4.4016 -1.5278 0.0 0.0 0.0
H -2.7911 3.3928 -1.0836 0.0 0.0 0.0